Entry from the OMol25 dataset: a single C5H15N5O2 molecule at a distorted geometry (wB97M-V/def2-TZVPD).

Charge ... 0
LUMO ... 0.66 eV
Orbital gap ... 8.59 eV
F_max ... 5.14 eV Å⁻¹
Energy relative to the best compared isomer or geometry (same formula, charge and spin) ... 38.25 kcal per mole
SMILES ... CC(C)CO/C(O)=N\NNNN

Element x y z (Å)
C (0.11, 1.32, -0.48)
C (-2.45, -1.23, 1.62)
C (-3.49, -2.04, -0.34)
C (-1.92, 0.02, -0.33)
C (-2.17, -1.47, 0.10)
N (1.39, 1.65, -0.38)
N (5.17, 0.43, -0.55)
N (2.26, 0.64, 0.07)
N (4.41, 1.56, -0.19)
N (3.42, 1.21, 0.65)
O (-0.54, 2.24, -1.17)
O (-0.50, 0.16, -0.21)
H (-2.54, -2.23, 2.01)
H (-3.28, -0.60, 1.82)
H (-1.51, -0.83, 2.06)
H (-3.97, -2.73, 0.32)
H (-3.41, -2.49, -1.28)
H (-4.34, -1.20, -0.45)
H (-2.17, 0.30, -1.28)
H (-2.32, 0.82, 0.30)
H (-1.25, -1.87, -0.34)
H (5.38, -0.23, 0.16)
H (4.48, -0.02, -1.17)
H (1.81, -0.19, 0.50)
H (4.05, 2.07, -1.08)
H (3.38, 1.91, 1.37)
H (-0.02, 2.82, -1.72)